No. 1
DFT (wB97M-V/def2-TZVPD) results for a structure of composition C41H80AlBr4CaClF13ILiN2O11S3 in a non-equilibrium geometry.

Summary:
**Gap between HOMO and LUMO**: 1.32 eV
**Molecular weight**: 1676.2 Da

The geometry in ORCA input format:
```
! wB97M-V def2-TZVPD RIJCOSX def2/J DEFGRID3
* xyz 1 1
C -5.91379 2.80654 2.60972
C -5.39366 2.35497 1.22342
C -6.05926 1.00526 0.88281
C -5.50390 0.35294 -0.39047
C -6.13725 0.80763 -1.72064
C -5.29997 1.93189 -2.41913
C -5.20298 1.66577 -3.93902
C -3.80829 1.21642 -4.40895
C -3.19401 0.07856 -3.56976
C -3.62749 -1.32360 -3.99573
C -3.05309 -2.36868 -3.01454
C -1.73116 -3.03768 -3.48712
C -0.78106 -3.25081 -2.29440
C 0.72580 -3.31147 -2.70967
C 1.61517 -2.15425 -2.14121
C 0.98683 -0.84006 -2.73810
Br -0.16003 0.24136 -1.51736
C 1.90624 0.19407 -3.41797
C 2.41513 1.35767 -2.53434
O 2.83801 -2.39194 -2.89277
S 4.13701 -1.80932 -2.12160
O 4.55727 -0.54261 -2.59553
O 5.21309 -2.73406 -2.08556
O 3.34647 -1.51319 -0.72404
C 2.16342 -2.29749 -0.69255
I 3.04657 -4.30574 -0.24995
C 1.37485 -2.04136 0.58461
C 0.27665 -3.09201 0.91241
C -1.12646 -2.50115 1.20848
C -1.79248 -3.01234 2.49570
C -1.20406 -2.59502 3.83024
F 0.05665 -3.12071 3.90994
F -1.87187 -3.21689 4.81675
C -0.99455 -1.09307 4.14467
F -0.08277 -0.58617 3.29636
F -0.43252 -0.99526 5.33678
S -2.51783 0.05584 4.15161
F -1.52247 1.30676 4.04868
F -2.55953 0.03685 2.39758
F -3.53976 -1.10919 4.21811
F -2.49136 0.17090 5.69067
F -3.70347 1.07103 4.06819
H -5.10652 3.07185 3.29224
H -6.60975 3.64239 2.56211
H -6.42568 1.94821 3.04609
H -5.72099 3.10525 0.49956
H -4.28166 2.32605 1.21865
H -5.88999 0.30681 1.70781
H -7.12459 1.19428 0.76374
H -4.42176 0.50280 -0.47243
H -5.68500 -0.72328 -0.30436
H -6.17843 -0.06579 -2.37175
H -7.16088 1.14778 -1.56910
H -4.27981 1.92012 -2.02153
H -5.82898 2.86546 -2.23588
H -5.43376 2.59789 -4.46024
H -5.96225 0.94773 -4.25311
H -3.89867 0.84937 -5.43174
H -3.11199 2.05657 -4.36373
H -3.38193 0.19331 -2.49199
H -2.11331 0.12847 -3.73669
H -4.71963 -1.37665 -3.91638
H -3.35216 -1.54975 -5.02560
H -2.92709 -1.88271 -2.03578
H -3.77357 -3.17837 -2.87061
H -1.29080 -2.38126 -4.24460
H -1.97018 -3.99332 -3.95033
H -0.93179 -2.48646 -1.52987
H -1.05023 -4.20870 -1.84283
H 0.76549 -3.19798 -3.79435
H 1.12651 -4.29798 -2.48978
H 0.30023 -1.15430 -3.51766
H 1.25620 0.69008 -4.14798
H 2.70440 -0.25207 -4.00412
H 2.64744 1.05512 -1.51698
H 1.66958 2.15600 -2.57136
H 3.28775 1.77080 -3.03845
H 1.00894 -1.01918 0.70316
H 2.10681 -2.13919 1.38886
H 0.63344 -3.71349 1.72943
H 0.16758 -3.79476 0.08505
H -1.05114 -1.40598 1.12573
H -1.79266 -2.79512 0.39034
H -1.80288 -4.10243 2.47510
H -2.84642 -2.71814 2.47574
C 9.79187 -0.64332 2.57381
C 8.89325 0.61885 2.50543
C 7.49788 0.26742 3.03339
C 6.69213 -0.59675 2.05773
C 6.61967 0.05882 0.67257
C 8.00342 0.40858 0.11856
N 8.79659 1.16226 1.10609
O 8.35211 2.32308 1.16726
C 8.73718 -0.87616 -0.31171
C 7.87424 1.21715 -1.18570
C 9.59047 1.62008 3.42365
H 10.32121 -0.67878 3.52412
H 9.23001 -1.57237 2.50795
H 10.55025 -0.63642 1.79238
H 6.93642 1.18695 3.22970
H 7.60168 -0.24561 3.99093
H 7.12870 -1.59509 1.97470
H 5.68117 -0.74643 2.44478
H 6.11009 -0.60226 -0.02666
H 6.00192 0.95876 0.74089
H 9.75472 -0.65236 -0.63215
H 8.21943 -1.33428 -1.15265
H 8.78579 -1.63828 0.46365
H 7.29175 2.12903 -1.04236
H 7.39537 0.60278 -1.93279
H 8.85867 1.50295 -1.57888
H 10.59586 1.83428 3.05814
H 9.67619 1.20333 4.42528
H 9.05459 2.56373 3.51283
C 0.72911 -8.72056 -3.40212
S -0.42215 -7.81830 -2.36535
O -0.17622 -6.35564 -2.60327
C 0.36351 -8.22793 -0.80497
H 0.44080 -8.56391 -4.44063
H 1.74305 -8.35019 -3.24375
H 0.67336 -9.78318 -3.16859
H 1.39901 -7.88688 -0.81491
H 0.31859 -9.30546 -0.64939
H -0.18126 -7.72303 -0.00963
Cl 5.63548 1.86392 -2.30628
C -3.82171 8.27310 3.99489
C -4.31079 6.88216 3.59876
O -5.53068 6.49801 4.25395
C -6.68024 7.32400 4.00268
C -7.07077 7.40955 2.54550
H -3.66551 8.33312 5.08331
H -2.87967 8.50043 3.50645
H -4.53475 9.05443 3.71721
H -3.56068 6.15003 3.89258
H -4.41853 6.79935 2.51647
H -6.52193 8.33612 4.42229
H -7.50122 6.88110 4.56712
H -6.28656 7.85544 1.93346
H -7.96763 8.01611 2.43151
H -7.26939 6.41167 2.15695
C 1.38505 -5.93467 -5.87655
Br 2.82604 -4.89349 -5.14322
Br 0.01384 -4.80979 -6.63381
Br 2.02262 -7.24030 -7.14158
H 0.93211 -6.47207 -5.05598
N 6.98800 1.38416 -5.88832
O 7.90817 0.59673 -5.59210
O 7.15295 2.60913 -5.76936
O 5.89476 0.93782 -6.30179
Li -5.30645 7.82987 5.65692
O -3.39264 10.50522 1.18256
H -3.81187 9.64806 1.06453
H -2.51106 10.30738 1.51544
Ca -2.53520 0.61425 0.40036
F -5.02524 -0.40307 6.44637
Al -6.53147 0.34426 6.19583
F -7.73647 -0.44712 7.05496
F -6.88528 0.30739 4.51170
F -6.43770 1.97304 6.67816
*
```

=====

No. 2
DFT (wB97M-V/def2-TZVPD) results for a cluster of 5 separate species, C41H81BClN5O6 in total in a non-equilibrium geometry.

Summary:
**Gap between HOMO and LUMO**: 7.43 eV
**SMILES**: O=COCCCCN1C(=O)c2ccc(CB(O)O)c(CCCCl)c2C1=O.CCN(CC)CC.CCN(CC)CC.CCN(CC)CC.CCN(CC)CC
**Molecular weight**: 786.4 Da

The geometry in ORCA input format:
```
! wB97M-V def2-TZVPD RIJCOSX def2/J DEFGRID3
* xyz 0 1
O 4.44773 -1.40212 0.02575
C 4.28795 -1.62302 -1.13993
O 3.36294 -0.99812 -1.95494
C 3.65512 0.42657 -2.12051
C 3.39132 0.77078 -3.62823
C 2.88461 2.24823 -3.87894
C 1.32628 2.32912 -4.14528
N 0.56131 3.02931 -3.09214
C 0.95579 2.65978 -1.71023
O 1.60138 3.31606 -0.92806
C 0.25063 1.27058 -1.58053
C 0.56495 0.08403 -0.82716
C -0.37468 -1.04177 -0.96992
C -1.58196 -0.93043 -1.81186
C -2.49757 -2.19735 -1.88224
B -1.59748 -3.49817 -2.29195
O -1.41172 -3.80802 -3.65227
O -1.00293 -4.27845 -1.29133
C -1.90044 0.29991 -2.57986
C -3.16827 0.47459 -3.47425
C -4.43733 0.41173 -2.50251
C -4.22928 1.19645 -1.15482
Cl -3.94978 0.08548 0.27477
C -0.94827 1.37964 -2.46143
C -0.87884 2.79839 -3.11571
O -1.72090 3.55093 -3.49601
H 4.90108 -2.43763 -1.61911
H 4.73498 0.56318 -1.83772
H 3.07169 1.05494 -1.39729
H 2.72363 -0.00607 -4.08972
H 4.38378 0.68986 -4.15425
H 3.37590 2.58089 -4.83645
H 3.24659 2.97618 -3.10278
H 0.97290 1.27405 -4.33909
H 1.15244 2.88281 -5.11080
H 1.47860 0.04318 -0.20064
H -0.13926 -1.98159 -0.41403
H -3.28426 -2.08828 -2.67863
H -2.96626 -2.34721 -0.86945
H -1.62727 -2.99266 -4.13852
H -1.18861 -3.83129 -0.44570
H -3.17020 1.44105 -4.03528
H -3.20979 -0.41350 -4.15496
H -4.65921 -0.65115 -2.22484
H -5.31852 0.84301 -3.04292
H -5.20140 1.71548 -0.92887
H -3.46381 2.01121 -1.20755
C 0.62469 -3.85069 3.46844
C -0.09840 -2.55667 3.11763
N -1.54422 -2.64181 3.25539
C -2.24858 -1.51781 2.64908
C -2.01815 -0.13004 3.24831
C -2.04206 -3.06053 4.55826
C -1.63823 -2.22783 5.77772
H 0.23460 -4.69001 2.88789
H 1.68870 -3.75257 3.24245
H 0.53909 -4.09180 4.52987
H 0.14014 -2.32906 2.07343
H 0.32365 -1.73987 3.72037
H -3.32397 -1.72595 2.64290
H -1.96741 -1.47859 1.58955
H -2.53605 -0.00718 4.19942
H -2.41421 0.62989 2.57131
H -0.95897 0.08962 3.39563
H -1.71727 -4.09153 4.73115
H -3.13359 -3.12756 4.52199
H -0.57695 -1.97207 5.77835
H -1.83459 -2.79727 6.69016
H -2.21736 -1.30720 5.84994
C -0.42872 -9.99766 0.64423
C -0.44118 -8.80855 -0.30784
N 0.81076 -8.62359 -1.02331
C 0.90193 -7.33639 -1.70303
C -0.08080 -7.05940 -2.84136
C 1.28966 -9.76728 -1.78584
C 0.36960 -10.34201 -2.86596
H 0.40608 -9.93164 1.34544
H -1.35374 -10.01619 1.22485
H -0.36125 -10.94815 0.11067
H -0.63298 -7.91646 0.29594
H -1.29446 -8.91226 -0.99374
H 1.92207 -7.19861 -2.07653
H 0.77295 -6.55106 -0.95039
H 0.17843 -7.61169 -3.74513
H -0.05157 -5.99881 -3.09838
H -1.11038 -7.29739 -2.56860
H 1.52522 -10.57132 -1.08105
H 2.25416 -9.51909 -2.23914
H -0.66212 -10.44698 -2.52564
H 0.71922 -11.33787 -3.15191
H 0.37689 -9.73379 -3.77021
C 0.31857 1.92514 6.32417
C -0.41118 3.21482 5.96970
N -1.85890 3.12703 6.10649
C -2.56322 4.24732 5.49623
C -2.33779 5.63992 6.08967
C -2.36018 2.71207 7.40880
C -1.96174 3.54816 8.62753
H -0.06619 1.08215 5.74494
H 1.38241 2.02751 6.09908
H 0.23291 1.68673 7.38656
H -0.17213 3.43943 4.92589
H 0.00689 4.03484 6.57116
H -3.63749 4.03628 5.49026
H -2.28074 4.28300 4.43819
H -2.85683 5.76551 7.03975
H -2.73561 6.39655 5.40827
H -1.27964 5.86213 6.23702
H -2.03452 1.68176 7.58587
H -3.45163 2.64373 7.36921
H -0.90099 3.80510 8.63115
H -2.16062 2.98085 9.54077
H -2.54222 4.46807 8.69543
C 2.70849 6.72631 -6.47202
C 2.07639 6.71769 -5.08587
N 3.01253 6.39331 -4.02191
C 2.35966 6.09924 -2.74947
C 1.58721 7.23623 -2.07774
C 4.20220 7.22814 -3.93582
C 4.00611 8.73602 -3.75913
H 3.21175 5.77933 -6.68116
H 1.93531 6.86977 -7.23019
H 3.43065 7.53734 -6.58740
H 1.28640 5.96035 -5.09814
H 1.58100 7.68455 -4.91610
H 3.10263 5.70753 -2.04728
H 1.66750 5.26888 -2.91240
H 2.25467 7.97231 -1.62915
H 0.97214 6.83163 -1.26967
H 0.91623 7.74818 -2.76983
H 4.79545 7.06955 -4.84250
H 4.84332 6.85868 -3.12968
H 3.23835 9.13957 -4.42172
H 4.93981 9.25575 -3.99103
H 3.74886 8.99360 -2.73201
*
```

=====

Number 1: highest occupied orbital energy -6.409 eV. Number 2: highest occupied orbital energy -7.854 eV.